No. 1
20
Properties=species:S:1:pos:R:3 method="wB97M-V/def2-TZVPD" homo_energy_ev=-8.0 e_tot_ha=-464.7143 relative_energy_ev=1.872 lumo_energy_ev=0.2641 orbital_gap_ev=8.2
B -1.7603 -0.5467 0.0765
C 1.5608 1.6733 0.0058
C 2.2242 0.5335 0.3436
C 0.1522 1.6101 -0.3210
C 1.5368 -0.7860 0.5641
C 0.6505 -1.2511 -0.6462
C -0.5070 -0.2628 -0.8135
N -0.6496 2.5090 -0.2534
O -2.7679 0.3429 0.1366
O -1.8172 -1.8077 0.6930
H 2.2465 2.6620 0.0369
H 3.2825 0.5249 0.5893
H 2.1883 -1.5376 0.8550
H 0.7716 -0.8021 1.4173
H 1.2879 -1.1494 -1.5861
H 0.2125 -2.2850 -0.5422
H -0.7898 0.1664 -1.7969
H -1.6458 2.5123 -0.3500
H -3.5913 0.0028 0.3810
H -2.5849 -2.1088 1.2102

---

No. 2
21
Properties=species:S:1:pos:R:3 method="wB97M-V/def2-TZVPD" homo_energy_ev="-9.9 / -13.8" charge=+1 multiplicity=3 e_tot_ha=-8065.6331 s2=2.0058 relative_energy_ev=0.000 lumo_energy_ev="-3.8530 / -7.2529" orbital_gap_ev="6.0 / 6.5"
C -1.5072 0.3551 0.5682
C 0.4671 -0.5900 1.4936
C -1.3600 -0.4755 -0.7143
C 0.7145 -1.4451 0.1894
C 0.6371 1.4032 0.3009
C 0.8336 0.6625 -1.1104
N -0.2132 0.7230 1.1607
N 0.0939 -0.6256 -0.9410
Br 2.1933 2.2402 1.0137
Br -0.0606 1.5350 -2.6166
Br 2.7818 0.3639 -1.5815
H -2.1757 1.2821 0.4366
H -2.0432 -0.1097 1.3187
H -0.0898 -1.1390 2.3158
H 1.4906 -0.2672 1.6492
H -1.7024 -1.4668 -0.3959
H -1.7549 0.0939 -1.5138
H 1.6494 -1.7667 -0.0010
H 0.2326 -2.3824 0.3097
H -0.3606 2.6194 -0.0580
H 0.1739 -1.0103 -1.8239

---

No. 3
21
Properties=species:S:1:pos:R:3 method="wB97M-V/def2-TZVPD" homo_energy_ev="-12.7 / -12.8" charge=+1 e_tot_ha=-3027.2433 relative_energy_ev=3.931 lumo_energy_ev="-6.0088 / -6.0413" orbital_gap_ev="6.7 / 6.7"
C 1.3712 2.4385 0.1905
C 1.7551 -0.1581 -1.0902
C 2.1645 2.2466 -0.9498
C -1.8798 0.2038 1.5428
C -1.4547 -2.0812 0.5039
C -1.6103 -0.5869 0.2447
N 0.7034 2.5567 1.1162
N 2.2842 1.0336 -1.4340
N -0.5290 0.0756 -0.3810
N 0.5530 -0.5348 -0.5842
Br 3.6758 0.8655 -2.9081
H 2.3834 -0.9983 -1.3484
H 2.6352 3.0908 -1.4295
H -2.8282 -0.1127 1.9638
H -1.0871 0.0191 2.2626
H -1.9173 1.2678 1.3315
H -2.3712 -2.4466 0.9593
H -0.6456 -2.2900 1.2043
H -1.3084 -2.6419 -0.4192
H -2.4659 -0.3978 -0.4161
H 0.5717 -1.5498 -0.3591

---

No. 4
19
Properties=species:S:1:pos:R:3 method="wB97M-V/def2-TZVPD" homo_energy_ev=-10.3 e_tot_ha=-1230.1831 relative_energy_ev=1.449 lumo_energy_ev=0.2063 orbital_gap_ev=10.5
C -0.3647 -0.9467 1.2197
C 0.2097 0.2160 0.1722
C 0.2136 -0.2882 -1.3130
C -0.7862 1.3025 0.3312
C 1.6438 0.5491 0.5751
Cl 1.7212 1.1185 2.3800
Cl 2.2203 2.1000 -0.3106
C 2.7940 -0.4073 0.7972
O 2.6074 -1.5274 1.1071
H -0.3930 -0.4270 2.2612
H 0.4752 -1.8056 1.2405
H -1.3934 -1.3749 0.9381
H 0.6753 0.4699 -2.0670
H -0.7406 -0.6215 -1.5742
H 0.8776 -1.2345 -1.2370
H -0.5513 2.1813 -0.2085
H -1.7593 0.8932 -0.1035
H -0.8781 1.4880 1.4086
H 3.8285 -0.0731 0.5973

---

No. 5
20
Properties=species:S:1:pos:R:3 method="wB97M-V/def2-TZVPD" homo_energy_ev="-6.4 / -9.6" multiplicity=3 e_tot_ha=-858.8773 s2=2.0249 relative_energy_ev=0.370 lumo_energy_ev="0.8461 / -2.1001" orbital_gap_ev="7.3 / 7.5"
C -0.3370 1.5701 0.0449
C 1.5443 3.5280 -2.1179
C -0.7437 -1.5733 -0.9147
C -1.2668 -0.7669 1.4010
C 1.0577 -1.5060 0.8269
C -0.2008 -0.8052 0.2997
N 0.0675 2.7810 -0.4312
N 1.0067 3.0128 -1.1895
N 0.2379 0.4721 -0.1989
Cl 2.9596 4.1612 -2.6526
H -1.2135 1.7171 0.6871
H -0.8866 -2.6216 -0.6642
H -1.6949 -1.1507 -1.2311
H -0.0415 -1.4976 -1.7410
H -2.1855 -0.3066 1.0432
H -1.4955 -1.7835 1.7108
H -0.9065 -0.2141 2.2667
H 1.4410 -0.9814 1.6991
H 0.8322 -2.5329 1.1034
H 1.8255 -1.5025 0.0583

---

No. 6
20
Properties=species:S:1:pos:R:3 method="wB97M-V/def2-TZVPD" homo_energy_ev="-9.0 / -8.4" e_tot_ha=-543.6118 relative_energy_ev=5.819 lumo_energy_ev="-0.3016 / -0.5084" orbital_gap_ev="8.7 / 7.9"
C -2.1449 2.4462 0.4648
C -1.0828 2.4367 1.2785
C 1.1126 -1.4097 -0.2046
C -1.1622 -2.2719 0.2112
C 1.9425 1.5505 -0.7245
C 0.2275 -2.5854 -0.1856
N 0.8510 -0.2990 0.3471
N 1.4114 0.8252 0.4620
F -0.5723 3.4414 1.9618
F 2.3299 -1.5921 -0.9097
H -2.8479 3.3753 0.3896
H -2.4747 1.5539 -0.0980
H -1.7927 -3.1020 0.1645
H -1.5407 -1.2881 -0.3555
H -1.1846 -1.9747 1.2640
H 2.1066 2.4769 -0.2203
H 2.8359 1.1268 -1.2843
H 1.1693 1.7783 -1.5147
H 0.1448 -2.8805 -1.2208
H 0.6714 -3.6079 0.1745

---

No. 7
21
Properties=species:S:1:pos:R:3 method="wB97M-V/def2-TZVPD" homo_energy_ev="-12.8 / -12.8" charge=+1 e_tot_ha=-975.0127 relative_energy_ev=3.785 lumo_energy_ev="-7.3786 / -7.3767" orbital_gap_ev="5.4 / 5.4"
C -0.6889 -0.7573 2.0686
C 0.1955 0.0802 2.5896
C 0.6157 -0.9844 -2.5751
C 1.6188 2.7780 -0.5800
C -1.7494 -0.4779 1.0454
C -1.3067 -0.8334 -0.3923
F -0.9293 -1.8595 2.7025
F 1.0296 -0.1030 3.5774
F 0.4935 1.2661 1.9862
F 1.4597 -0.8614 -0.1656
P 0.2469 -0.1000 -1.0546
H 0.6976 -0.4664 -3.5630
H -0.2592 -1.5638 -2.8087
H 1.6041 -1.3032 -2.3609
H 1.7096 3.1155 -1.5632
H 2.5119 2.6218 0.0817
H 0.7544 2.6371 -0.0361
H -2.6495 -1.0843 1.3935
H -2.0121 0.5425 1.2146
H -2.1408 -0.7107 -1.1283
H -1.2012 -1.9358 -0.4317